1.
C46H63AlN3O2P2S2Si as an isolated structure. Source: the Open Molecules 2025 dataset; level of theory: ωB97M-V with the def2-TZVPD basis set.

Its charge is +1. The multiplicity is 1. For the HOMO energy, the calculation gives -10.079 eV. The calculation puts the max |F| at 0.5 eV/Å.

Last column: Löwdin charge in e.
Atoms and positions in Å:
Al 0.07 -0.49 0.71  0.17
C -1.70 -3.67 -0.58  -0.19
Si -0.33 -2.39 -0.72  0.60
C -0.70 -1.56 -2.40  -0.30
C -0.66 -2.29 -3.58  -0.09
C -1.20 -1.81 -4.76  -0.06
C -1.84 -0.57 -4.77  -0.06
C -1.89 0.19 -3.61  -0.08
C -1.30 -0.28 -2.43  -0.34
P -1.21 0.77 -0.94  1.06
C -0.70 2.48 -1.40  -0.41
C -1.61 3.34 -2.29  -0.20
C -1.08 4.77 -2.33  -0.19
C 0.34 4.81 -2.88  -0.19
C 1.26 3.90 -2.08  -0.19
C 0.72 2.47 -1.97  -0.22
C -2.88 0.78 -0.17  -0.40
C -4.08 0.89 -1.13  -0.19
C -5.34 1.14 -0.31  -0.19
C -5.32 2.54 0.31  -0.18
C -3.90 2.95 0.75  -0.18
C -3.00 1.75 1.03  -0.18
C 1.34 -3.31 -0.66  -0.28
C 1.40 -4.67 -0.97  -0.08
C 2.56 -5.41 -0.78  -0.06
C 3.69 -4.80 -0.27  -0.06
C 3.66 -3.45 0.04  -0.08
C 2.50 -2.71 -0.15  -0.36
P 2.50 -0.91 0.15  1.09
C 3.62 -0.62 1.56  -0.44
C 3.93 0.87 1.73  -0.20
C 4.79 1.12 2.97  -0.18
C 4.18 0.50 4.22  -0.19
C 3.93 -0.99 4.03  -0.18
C 3.02 -1.23 2.83  -0.19
C 3.31 -0.18 -1.34  -0.42
C 4.80 -0.51 -1.49  -0.19
C 5.42 0.44 -2.53  -0.17
C 4.42 0.85 -3.61  -0.19
C 3.43 -0.28 -3.88  -0.17
C 2.58 -0.58 -2.63  -0.19
H -1.66 -4.34 -1.45  0.03
H -1.63 -4.26 0.33  0.03
H -2.68 -3.19 -0.61  0.02
H -0.20 -3.27 -3.58  0.11
H -1.15 -2.40 -5.66  0.11
H -2.30 -0.20 -5.67  0.11
H -2.40 1.14 -3.63  0.09
H -0.65 2.97 -0.42  0.12
H -1.58 2.94 -3.31  0.11
H -2.65 3.31 -1.96  0.09
H -1.75 5.39 -2.93  0.12
H -1.10 5.18 -1.31  0.12
H 0.32 4.48 -3.92  0.12
H 0.72 5.83 -2.87  0.11
H 2.26 3.87 -2.53  0.11
H 1.39 4.30 -1.07  0.12
H 0.70 2.00 -2.96  0.12
H 1.37 1.87 -1.34  0.08
H -2.93 -0.24 0.25  0.09
H -3.95 1.71 -1.85  0.10
H -4.16 -0.02 -1.72  0.11
H -6.23 1.01 -0.92  0.12
H -5.40 0.38 0.48  0.10
H -5.69 3.26 -0.42  0.11
H -6.00 2.58 1.16  0.11
H -3.44 3.58 -0.01  0.09
H -3.95 3.57 1.65  0.11
H -2.02 2.10 1.36  0.08
H -3.40 1.19 1.88  0.12
H 0.52 -5.18 -1.34  0.10
H 2.58 -6.46 -1.03  0.11
H 4.60 -5.37 -0.11  0.11
H 4.55 -2.98 0.44  0.10
H 4.57 -1.13 1.35  0.11
H 4.43 1.26 0.85  0.11
H 2.99 1.42 1.83  0.09
H 5.78 0.70 2.81  0.12
H 4.93 2.20 3.10  0.11
H 4.83 0.67 5.08  0.11
H 3.23 1.00 4.45  0.11
H 4.88 -1.50 3.88  0.12
H 3.48 -1.42 4.93  0.12
H 2.84 -2.30 2.69  0.12
H 2.05 -0.77 3.03  0.09
H 3.22 0.90 -1.20  0.10
H 5.35 -0.43 -0.55  0.10
H 4.89 -1.55 -1.81  0.12
H 5.80 1.32 -2.02  0.11
H 6.28 -0.05 -2.98  0.11
H 3.87 1.74 -3.31  0.10
H 4.95 1.12 -4.53  0.11
H 2.77 -0.04 -4.72  0.11
H 3.98 -1.17 -4.18  0.12
H 1.62 -0.06 -2.69  0.08
H 2.35 -1.65 -2.60  0.10
N -7.24 -1.47 3.09  0.12
C -5.89 -1.66 3.19  -0.32
C -5.19 -1.28 4.34  -0.02
C -3.82 -1.45 4.41  -0.05
C -3.12 -1.97 3.34  -0.30
C -3.81 -2.36 2.19  -0.06
C -5.17 -2.21 2.11  -0.02
S -1.39 -2.18 3.40  0.61
O -0.95 -1.94 4.75  -0.32
O -1.04 -3.39 2.71  -0.27
N -0.79 -0.96 2.48  -0.13
C -0.40 0.21 3.01  -0.71
S -0.41 0.92 4.57  1.13
C 0.36 2.33 3.90  -0.35
C 0.61 2.17 2.58  -0.22
N 0.17 0.97 2.08  -0.04
H -7.77 -1.29 3.93  0.10
H -7.74 -1.96 2.37  0.10
H -5.73 -0.87 5.18  0.12
H -3.28 -1.18 5.31  0.11
H -3.27 -2.81 1.37  0.08
H -5.71 -2.53 1.22  0.12
H 0.59 3.18 4.51  0.07
H 1.08 2.89 1.93  0.12

---

2.
A 9-piece molecular cluster, C28H68N3O23S4 overall in a non-equilibrium geometry. Source: the Open Molecules 2025 dataset; level of theory: ωB97M-V with the def2-TZVPD basis set.

Its charge is +1. The multiplicity is 1. For the HOMO energy, the calculation gives -11.764 eV. The calculation puts the max |F| at 9.3 eV/Å.

Last column: Löwdin charge in e.
Atoms and positions in Å:
C -2.52 3.57 3.93  -0.01
N -2.05 2.16 3.64  -0.38
C -1.50 1.56 4.87  -0.02
C -3.08 1.30 3.03  0.00
C -0.77 2.28 2.80  -0.09
C -0.83 2.87 1.31  -0.27
O 0.20 2.55 0.50  0.01
H -3.36 3.91 3.25  0.13
H -1.79 4.45 4.03  0.14
H -3.15 3.53 4.80  0.09
H -0.86 2.17 5.37  0.08
H -1.14 0.50 4.65  0.13
H -2.35 1.62 5.58  0.12
H -3.49 1.89 2.15  0.13
H -3.98 1.12 3.75  0.15
H -2.54 0.31 2.92  0.11
H -0.40 1.27 2.66  0.10
H -0.05 3.14 3.23  0.19
H -1.10 3.97 1.48  0.13
H -1.90 2.40 0.91  0.15
H -0.11 1.89 -0.04  -0.02
C 2.45 -2.46 7.23  0.04
N 2.49 -2.65 5.72  -0.31
C 3.74 -1.95 5.30  -0.01
C 2.44 -4.10 5.23  0.06
C 1.33 -1.84 5.10  -0.06
C 1.18 -2.03 3.50  -0.20
O 0.18 -1.12 3.09  -0.09
H 2.42 -1.36 7.34  0.15
H 2.95 -3.18 7.72  0.08
H 1.52 -2.70 7.53  0.06
H 3.59 -0.93 4.93  0.11
H 4.03 -2.50 4.38  0.10
H 4.64 -2.15 5.99  0.15
H 1.67 -4.60 5.81  0.13
H 3.26 -4.74 5.50  0.13
H 2.33 -4.26 4.30  0.02
H 1.25 -0.78 5.28  0.12
H 0.45 -2.37 5.52  0.14
H 1.21 -3.10 3.14  0.13
H 2.17 -1.75 3.00  0.12
H 0.27 -0.97 2.15  0.03
N -1.13 -0.21 -0.23  -0.53
O -0.76 0.55 -1.15  -0.02
O -0.41 -1.12 0.37  -0.08
O -2.17 0.01 0.28  0.00
O -4.51 3.81 -1.86  -0.31
S -3.25 4.43 -2.26  0.60
O -3.27 5.29 -3.42  -0.29
O -2.72 5.28 -0.98  -0.31
C -3.37 6.49 -0.47  -0.28
C -2.76 7.07 0.71  -0.09
C -1.99 3.18 -2.46  -0.13
H -4.40 6.13 -0.40  0.11
H -3.45 7.18 -1.43  0.17
H -2.51 6.33 1.56  0.09
H -3.48 7.74 1.36  0.13
H -1.95 7.69 0.45  0.06
H -1.05 3.67 -2.83  0.08
H -2.36 2.47 -3.38  0.14
H -1.71 2.80 -1.46  0.03
O 6.86 -1.42 -0.23  -0.31
S 6.12 -1.25 -1.48  0.62
O 5.57 -2.30 -2.18  -0.24
O 4.84 -0.16 -0.95  -0.25
C 3.89 -0.69 0.04  -0.24
C 2.80 0.31 0.27  -0.08
C 7.07 -0.29 -2.48  -0.12
H 4.25 -0.90 1.17  0.16
H 3.45 -1.51 -0.38  0.05
H 3.06 1.25 0.75  0.11
H 2.07 0.08 0.90  0.00
H 2.12 0.40 -0.47  0.01
H 7.19 0.65 -2.46  0.01
H 6.50 -0.49 -3.42  0.10
H 8.07 -0.89 -2.59  0.15
O -0.34 -3.78 -2.14  -0.27
S 0.64 -3.43 -3.08  0.58
O 0.92 -4.41 -4.08  -0.25
O 0.13 -2.00 -3.78  -0.32
C -0.78 -2.02 -4.89  -0.22
C -1.52 -0.66 -5.15  -0.04
C 1.96 -2.66 -2.24  -0.15
H -1.47 -2.77 -4.75  0.08
H 0.03 -2.29 -5.81  0.18
H -0.97 0.31 -4.84  0.10
H -2.50 -0.53 -4.86  0.03
H -1.47 -0.41 -6.17  0.05
H 2.85 -2.19 -2.94  0.16
H 2.07 -3.28 -1.36  0.07
H 1.50 -1.91 -1.64  0.02
O 3.69 2.57 -3.94  -0.25
S 2.68 1.75 -4.46  0.65
O 1.56 2.27 -5.32  -0.32
O 3.35 0.51 -5.27  -0.24
C 2.89 0.31 -6.56  -0.31
C 3.90 -0.53 -7.38  -0.07
C 1.86 1.00 -3.10  -0.12
H 2.49 1.21 -7.07  0.11
H 1.89 -0.37 -6.54  0.15
H 3.48 -0.69 -8.39  0.08
H 4.11 -1.53 -7.00  0.07
H 4.90 -0.12 -7.55  0.07
H 1.48 1.74 -2.42  0.08
H 2.41 0.33 -2.57  0.01
H 1.02 0.45 -3.44  0.04
C -2.46 -2.95 2.07  -0.18
C -2.06 -3.58 0.77  -0.13
O -2.58 -4.87 0.90  0.12
C -3.41 -4.95 1.85  -0.52
O -4.12 -5.98 2.19  0.06
O -3.42 -3.79 2.56  0.02
H -3.01 -1.85 2.22  0.17
H -1.63 -3.13 2.97  0.16
H -0.98 -3.70 0.63  0.13
H -2.55 -3.05 -0.08  0.12
C -4.60 -1.39 -1.56  -0.14
C -4.63 0.19 -1.78  -0.07
O -5.91 0.16 -2.40  0.08
C -6.56 -0.92 -2.51  -0.64
O -7.62 -1.14 -3.07  0.15
O -5.78 -1.92 -2.09  0.06
H -4.64 -1.58 -0.33  0.15
H -3.66 -2.05 -1.71  0.13
H -3.95 0.49 -2.60  0.13
H -4.61 0.71 -0.75  0.14

---

3.
C23H24MoN4O2S2 as an isolated structure. Source: the Open Molecules 2025 dataset; level of theory: ωB97M-V with the def2-TZVPD basis set.

The energy above the lowest of the compared OMol25 structures with the same formula, charge and spin comes out at 1.9 kcal/mol. Its charge is +2. The multiplicity is 3. For the HOMO energy (alpha / beta), the calculation gives -14.645 / -14.502 eV. The calculation puts the max |F| at 0.4 eV/Å. As for the expectation value of S²: 2.446.

Last column: Löwdin spin population.
Atoms and positions in Å:
Mo 0.38 0.13 -0.67  2.36
C 1.16 3.06 -1.50  0.01
N -0.02 2.13 -1.53  0.00
C -0.45 2.06 -2.96  0.01
C -1.05 2.68 -0.62  -0.04
C -1.94 3.65 -1.01  0.01
C -2.82 4.17 -0.07  -0.07
C -2.78 3.75 1.25  0.01
C -1.88 2.76 1.65  -0.05
C -1.02 2.21 0.71  0.00
N -0.11 1.16 0.89  -0.25
C 0.43 0.54 2.04  0.00
C -0.22 0.31 3.25  -0.04
C 0.41 -0.44 4.23  0.01
C 1.67 -0.98 4.00  -0.05
C 2.32 -0.77 2.78  0.01
C 1.70 -0.02 1.81  -0.03
N 2.33 0.30 0.51  0.00
C 3.00 1.62 0.67  0.00
C 3.39 -0.68 0.11  0.01
H 0.87 4.00 -1.97  0.00
H 1.98 2.62 -2.06  0.00
H 1.45 3.25 -0.48  0.00
H -0.44 3.06 -3.40  0.00
H -1.44 1.63 -3.04  0.00
H 0.26 1.45 -3.51  0.00
H -1.97 4.01 -2.03  0.00
H -3.52 4.94 -0.36  0.00
H -3.45 4.17 1.98  0.00
H -1.87 2.44 2.68  0.00
H -1.22 0.68 3.42  0.00
H -0.09 -0.62 5.17  0.00
H 2.16 -1.56 4.76  0.00
H 3.30 -1.20 2.62  0.00
H 3.80 1.51 1.41  0.00
H 2.30 2.36 1.03  0.00
H 3.44 1.93 -0.28  0.00
H 4.27 -0.54 0.74  0.00
H 3.67 -0.48 -0.92  0.00
H 3.03 -1.70 0.21  0.00
O 1.97 -3.33 -1.54  0.00
S 0.72 -2.81 -1.09  0.01
O 0.70 -2.09 0.22  0.02
N 0.07 -1.57 -1.98  0.03
C -1.27 -1.69 -1.82  0.03
S -2.09 -0.30 -1.41  0.00
C -1.71 -3.09 -1.66  0.00
C -2.97 -3.65 -1.81  0.00
C -3.10 -5.01 -1.57  0.00
C -2.01 -5.78 -1.16  0.00
C -0.75 -5.22 -0.98  0.00
C -0.64 -3.87 -1.24  0.00
H -3.81 -3.05 -2.14  0.00
H -4.06 -5.49 -1.70  0.00
H -2.15 -6.84 -0.97  0.00
H 0.10 -5.81 -0.65  0.00